Record 1
Formula: C4H7NS2
Source: the OMol25 dataset
Level of theory: ωB97M-V with the def2-TZVPD basis set

Geometry as XYZ:
```
14
Properties=species:S:1:pos:R:3:lowdin_charge:R:1
C -0.7323 -1.1777 2.3811 -0.117
C -0.0695 -0.1406 1.4456 -0.581
C 0.1095 -0.5470 -0.0023 -0.576
C -0.2251 0.5640 -1.0111 -0.956
H -0.4208 -2.2266 2.2005 0.080
H -1.8500 -1.0846 2.3387 0.091
H -0.3790 -0.9594 3.4129 0.074
H -0.2716 0.9544 1.6005 0.124
H -0.1757 -1.6172 -0.3047 0.131
H 1.3368 1.7052 -0.3066 0.073
H 0.3954 2.4150 -1.5715 0.123
N 0.5889 1.5890 -0.9880 0.066
S 1.6561 -0.4814 0.9550 0.845
S -1.4844 0.3250 -2.0383 0.623
```

Calculated values
SMILES: C[C@H]1S[C@@H]1C(N)=S
E_tot: -27421.7091 eV
lowest unoccupied orbital energy: 0.5 eV
2S+1: 1
gap between HOMO and LUMO: 8.912 eV
HOMO level: -0.308 Ha


Record 2
Formula: C4H7NS2
Source: the OMol25 dataset
Level of theory: ωB97M-V with the def2-TZVPD basis set

Geometry as XYZ:
```
14
Properties=species:S:1:pos:R:3:lowdin_charge:R:1
C 1.1238 -0.5695 -3.0439 -0.874
C -0.7811 -1.1618 0.8523 -0.170
C -0.1172 0.1155 1.2489 -0.360
C -0.2663 1.4516 0.6487 -0.068
N 0.5955 -0.9700 0.6069 -0.422
S -0.0970 -0.6830 -3.9132 0.666
S 1.0763 -1.0130 -1.0345 0.788
H -1.0540 -1.8338 1.6058 0.089
H -1.4147 -1.0879 0.0296 0.086
H 0.1102 0.1899 2.2088 0.085
H -1.2358 2.0066 1.0443 0.127
H -0.2408 1.4494 -0.4543 0.072
H 0.4998 2.0431 1.0153 0.043
H 1.8011 0.0628 -0.8148 -0.064
```

Calculated values
E_tot: -27416.7795 eV
lowest unoccupied orbital energy: -0.3 eV
2S+1: 1
gap between HOMO and LUMO: 7.430 eV
HOMO level: -0.285 Ha


Record 3
Formula: C4H7NSi2
Source: the OMol25 dataset
Level of theory: ωB97M-V with the def2-TZVPD basis set

Geometry as XYZ:
```
14
Properties=species:S:1:pos:R:3:lowdin_charge:R:1
C 0.7730 2.3038 -0.7964 0.035
C 4.1928 -1.3565 -0.3961 0.030
C 0.9973 1.1618 -0.4978 -0.308
C 3.0465 -0.9553 -0.3700 -0.311
N -3.1257 0.8574 1.1765 -0.244
Si 1.2835 -0.6472 -0.0885 0.519
Si -2.3297 0.2550 -0.0874 0.572
H 0.2992 3.1437 -1.0726 -0.005
H 5.2578 -1.7037 -0.4130 0.055
H -2.7850 1.3269 2.0122 -0.065
H 0.2338 -1.3640 -1.0028 -0.015
H 1.3219 -1.0176 1.3781 -0.015
H -3.0065 -0.9629 -0.3675 -0.107
H -1.1530 0.4255 -0.9611 -0.139
```

Calculated values
SMILES: C#C[SiH2]C#C.N=[SiH2]
E_tot: -21500.5066 eV
lowest unoccupied orbital energy: -0.3 eV
2S+1: 1
gap between HOMO and LUMO: 9.007 eV
HOMO level: -0.340 Ha


Record 4
Formula: C4H7O2
Source: the OMol25 dataset
Level of theory: ωB97M-V with the def2-TZVPD basis set

Geometry as XYZ:
```
13
Properties=species:S:1:pos:R:3:lowdin_charge:R:1
O -0.6711 2.8768 0.5082 -0.006
C 0.1259 1.9991 0.2673 -0.320
C -0.1006 0.7545 -0.5220 -0.192
C -0.0956 -0.4113 0.4913 -0.217
C 0.0134 -1.7790 -0.2235 -0.536
O 0.6077 -1.6826 -1.4442 -0.380
H 1.1070 2.0873 0.7813 0.111
H -1.0791 0.8427 -0.9946 0.114
H 0.6999 0.5512 -1.2312 0.101
H -0.9314 -0.3575 1.1952 0.096
H 0.8278 -0.2426 1.0692 0.091
H -1.0301 -2.1478 -0.3563 0.069
H 0.5262 -2.4907 0.4593 0.070
```

Calculated values
SMILES: O=CCCC[O-]
E_tot: -8355.7561 eV
charge: -1
lowest unoccupied orbital energy: 4.0 eV
2S+1: 1
gap between HOMO and LUMO: 6.492 eV
HOMO level: -0.091 Ha


Record 5
Formula: C4H7O2
Source: the OMol25 dataset
Level of theory: ωB97M-V with the def2-TZVPD basis set

Geometry as XYZ:
```
13
Properties=species:S:1:pos:R:3:lowdin_charge:R:1
C -1.4452 0.8847 0.5419 -0.495
O -0.9665 1.2559 1.8053 -0.420
C -0.6374 -0.3644 -0.1019 -0.215
C 0.8631 -0.1026 0.1697 -0.166
C 1.6862 -0.8141 -0.9470 -0.276
O 2.6404 -1.4977 -0.6502 -0.001
H -1.0614 1.7600 -0.0611 0.065
H -2.5164 0.8322 0.3567 0.058
H -0.9931 -0.3752 -1.1259 0.081
H -1.0263 -1.1461 0.4461 0.056
H 0.9424 1.0153 0.4769 0.133
H 1.3192 -0.6874 0.9751 0.097
H 1.1951 -0.7606 -1.8858 0.083
```

Calculated values
SMILES: O=CCCC[O-]
E_tot: -8354.6635 eV
charge: -1
lowest unoccupied orbital energy: 3.9 eV
2S+1: 1
gap between HOMO and LUMO: 6.148 eV
HOMO level: -0.082 Ha


Record 6
Formula: C4H7O2
Source: the OMol25 dataset
Level of theory: ωB97M-V with the def2-TZVPD basis set

Geometry as XYZ:
```
13
Properties=species:S:1:pos:R:3:lowdin_charge:R:1
C -0.1480 0.1636 0.3253 0.132
C 1.8663 0.7582 -0.0720 -0.218
C 2.5495 -0.2632 0.6490 -0.019
C -2.3356 1.0614 -0.0418 0.029
O 2.1120 1.7149 -0.6529 0.268
O -0.9342 0.9455 -0.1842 -0.007
H -0.3047 -0.5640 1.1501 0.137
H 2.1711 -1.2524 0.4874 0.100
H 2.4703 -0.2120 1.7423 0.131
H 3.5895 -0.2867 0.4833 0.098
H -2.6541 1.4156 0.9268 0.117
H -2.5545 1.8488 -0.7601 0.120
H -2.7983 0.1315 -0.3048 0.112
```

Calculated values
E_tot: -8345.4712 eV
charge: +1
lowest unoccupied orbital energy: -5.5 eV
2S+1: 1
gap between HOMO and LUMO: 9.123 eV
HOMO level: -0.536 Ha